C30H37BrN12W | the ωB97M-V functional and the def2-TZVPD basis

Charge: +4
E in eV: -121424.169
Relative energy (zero: lowest compared OMol25 entry of this formula, charge and spin) in kJ/mol: 0.0
Kohn-Sham gap (alpha / beta) in Eh: 0.1821 / 0.1569
HOMO energy (alpha / beta) in hartree: -0.6201 / -0.6201
2S+1: 3

Geometry as XYZ:
```
81
C30H37BrN12W the ωB97M-V functional and the def2-TZVPD basis
W -1.41 0.73 -0.34
N -3.48 1.26 0.41
C -3.89 0.81 1.78
C -3.16 -0.47 2.09
N -1.73 -0.34 1.65
C -0.83 0.23 2.72
C -0.79 1.74 2.66
N -0.76 2.21 1.23
H -4.17 0.95 -0.27
H -3.55 2.28 0.38
H -3.66 1.60 2.49
H -4.97 0.66 1.82
H -3.20 -0.70 3.16
H -3.60 -1.31 1.57
H -1.41 -1.29 1.52
H -1.18 -0.10 3.70
H 0.17 -0.18 2.58
H -1.65 2.19 3.14
H 0.09 2.10 3.19
H -1.33 3.06 1.17
H 0.18 2.55 1.03
N 0.07 -1.12 -2.70
C 0.45 0.21 -2.81
C 1.45 0.53 -3.74
C 1.86 1.83 -3.87
C 1.27 2.82 -3.06
C 0.31 2.44 -2.18
N -0.10 1.14 -2.03
C -1.15 -1.66 -2.37
C -1.50 -2.89 -2.95
C -2.70 -3.48 -2.66
C -3.58 -2.82 -1.79
C -3.19 -1.63 -1.25
N -1.97 -1.04 -1.50
H 0.61 -1.73 -3.31
H 1.87 -0.25 -4.37
H 2.63 2.09 -4.58
H 1.56 3.86 -3.14
H -0.19 3.17 -1.55
H -0.81 -3.36 -3.65
H -2.97 -4.43 -3.11
H -4.55 -3.23 -1.55
H -3.85 -1.10 -0.58
Br -2.44 4.49 -0.53
C -2.92 3.35 -1.96
C -3.57 3.99 -2.99
C -3.96 3.26 -4.10
C -3.65 1.91 -4.13
C -2.98 1.35 -3.07
N -2.60 2.03 -1.95
H -3.78 5.05 -2.92
H -4.48 3.74 -4.93
H -3.92 1.29 -4.97
H -2.73 0.31 -3.10
C 0.09 -2.73 0.42
C 0.87 -1.46 0.46
N 0.48 -0.20 0.14
C 1.61 0.61 0.35
C 2.60 -0.14 0.87
N 2.12 -1.43 0.93
C 2.83 -2.54 1.66
N 3.56 -1.96 2.71
N 2.80 -1.38 3.71
N 3.57 -0.78 4.52
C 4.89 -0.94 4.09
C 6.08 -0.49 4.67
C 7.24 -0.81 4.01
C 7.23 -1.56 2.81
C 6.06 -2.01 2.23
C 4.89 -1.69 2.91
H -0.84 -2.63 -0.15
H -0.15 -3.08 1.43
H 0.67 -3.52 -0.05
H 1.64 1.65 0.09
H 3.59 0.12 1.20
H 3.45 -3.12 0.98
H 2.04 -3.17 2.08
H 6.07 0.07 5.59
H 8.19 -0.49 4.42
H 8.18 -1.79 2.34
H 6.08 -2.61 1.33
```

=====

C30H37F8N8O2PRuS2 | the ωB97M-V functional and the def2-TZVPD basis

Charge: -1
E in eV: -103010.663
Kohn-Sham gap (alpha / beta) in Eh: 0.1752 / 0.1750
HOMO energy (alpha / beta) in hartree: -0.1354 / -0.1353
2S+1: 2

Geometry as XYZ:
```
89
C30H37F8N8O2PRuS2 the ωB97M-V functional and the def2-TZVPD basis
Ru -0.98 -1.04 -0.77
N 2.05 -1.66 -3.94
C 1.22 -1.64 -2.84
S -0.43 -1.08 -3.09
N 1.69 -1.97 -1.68
N 0.87 -1.85 -0.64
C 1.13 -2.51 0.49
C 0.19 -2.46 1.52
C 0.38 -3.02 2.81
C -0.58 -2.83 3.77
C -1.75 -2.11 3.46
C -1.91 -1.64 2.17
N -0.99 -1.79 1.23
H 1.55 -1.77 -4.80
H 2.83 -2.28 -3.82
H 2.04 -3.07 0.58
H 1.28 -3.57 3.00
H -0.44 -3.23 4.76
H -2.52 -1.95 4.20
H -2.81 -1.12 1.88
F -5.51 -3.15 -0.45
C -5.09 -2.03 -1.07
F -5.55 -2.08 -2.33
F -5.73 -1.01 -0.48
C -3.53 -1.87 -1.00
O -2.85 -2.89 -0.96
O -3.15 -0.68 -0.96
N -0.62 0.99 -0.19
P 0.33 2.19 -0.03
N -0.47 3.53 0.64
C -1.43 3.16 1.66
C -2.62 4.13 1.67
C -2.17 5.54 1.27
C -0.71 5.74 1.66
C 0.17 4.82 0.82
N 1.70 1.85 0.90
C 2.94 2.59 0.92
C 3.24 3.08 2.34
C 3.27 1.91 3.31
C 1.94 1.16 3.24
C 1.70 0.71 1.79
N 1.05 2.93 -1.40
C 0.08 3.54 -2.31
C -0.28 2.60 -3.46
C 0.95 2.30 -4.33
C 2.23 2.45 -3.50
C 1.97 2.01 -2.07
H -0.97 3.13 2.66
H -1.77 2.15 1.41
H -3.05 4.15 2.67
H -3.39 3.79 0.98
H -2.80 6.29 1.75
H -2.26 5.67 0.19
H -0.58 5.52 2.72
H -0.40 6.78 1.49
H 1.16 4.73 1.29
H 0.33 5.26 -0.17
H 2.86 3.42 0.23
H 3.76 1.93 0.60
H 2.46 3.78 2.66
H 4.20 3.61 2.34
H 3.45 2.28 4.32
H 4.08 1.23 3.04
H 1.13 1.82 3.55
H 1.94 0.29 3.90
H 0.74 0.21 1.68
H 2.50 0.01 1.51
H 0.50 4.48 -2.70
H -0.81 3.77 -1.73
H -1.08 3.04 -4.06
H -0.66 1.68 -3.01
H 0.98 2.96 -5.20
H 0.87 1.27 -4.69
H 2.57 3.49 -3.51
H 3.03 1.84 -3.93
H 2.91 1.99 -1.52
H 1.57 0.99 -2.08
F -1.45 -10.30 -0.21
C -1.08 -9.04 -0.52
C -1.09 -8.61 -1.85
F -1.48 -9.45 -2.82
C -0.69 -7.32 -2.17
F -0.71 -6.95 -3.46
C -0.26 -6.40 -1.20
S 0.28 -4.83 -1.61
C -0.27 -6.86 0.13
F 0.13 -6.04 1.12
C -0.68 -8.14 0.47
F -0.67 -8.54 1.75
```

=====

C30H37N2O3P | the ωB97M-V functional and the def2-TZVPD basis

E in eV: -50115.300
Kohn-Sham gap in Eh: 0.2816
SMILES string: C=CCc1cc2nccnc2cc1CCCP(=O)(OCC)OCC.c1ccccc1.c1ccccc1
HOMO energy in hartree: -0.3081
2S+1: 1

Geometry as XYZ:
```
73
C30H37N2O3P the ωB97M-V functional and the def2-TZVPD basis
C 7.00 -5.96 1.72
C 6.39 -4.82 1.11
C 4.82 -4.56 1.03
C 4.48 -2.97 1.13
C 5.51 -1.91 1.57
C 5.21 -0.36 1.67
N 6.28 0.48 2.11
C 5.84 1.84 2.09
C 4.42 2.34 1.71
N 3.37 1.48 1.29
C 3.79 0.10 1.25
C 2.75 -0.98 0.80
C 3.03 -2.51 0.75
C 1.83 -3.46 0.31
C 0.49 -3.28 1.23
C -0.78 -3.88 0.45
P -2.41 -2.96 0.86
O -2.03 -1.47 0.96
O -3.48 -3.35 -0.40
C -4.53 -2.36 -0.57
C -4.10 -1.05 -1.40
O -2.87 -3.52 2.40
C -4.23 -3.15 2.76
C -4.44 -1.58 3.04
H 6.46 -6.69 2.40
H 8.13 -6.12 1.55
H 7.11 -4.04 0.66
H 4.46 -4.93 -0.01
H 4.23 -5.10 1.86
H 6.57 -2.26 1.86
H 6.60 2.63 2.43
H 4.19 3.46 1.77
H 1.70 -0.62 0.52
H 1.56 -3.35 -0.82
H 2.13 -4.57 0.44
H 0.71 -3.90 2.18
H 0.39 -2.19 1.52
H -0.58 -3.94 -0.67
H -0.98 -4.97 0.80
H -5.36 -2.88 -1.20
H -5.04 -2.01 0.39
H -3.73 -0.27 -0.63
H -5.06 -0.61 -1.88
H -3.25 -1.22 -2.15
H -4.92 -3.55 1.93
H -4.47 -3.69 3.75
H -5.56 -1.42 3.32
H -3.77 -1.14 3.85
H -4.29 -0.93 2.09
C -6.97 3.84 -3.03
C -7.58 3.54 -4.24
C -7.01 2.58 -5.08
C -5.85 1.92 -4.70
C -5.24 2.23 -3.49
C -5.79 3.19 -2.65
H -7.40 4.59 -2.37
H -8.49 4.04 -4.53
H -7.49 2.34 -6.03
H -5.41 1.17 -5.35
H -4.33 1.72 -3.19
H -5.32 3.44 -1.71
C 2.68 5.12 -0.26
C 3.90 5.64 -0.67
C 4.00 6.98 -1.05
C 2.88 7.80 -0.99
C 1.66 7.28 -0.56
C 1.56 5.94 -0.20
H 2.60 4.08 0.03
H 4.78 5.01 -0.71
H 4.95 7.39 -1.38
H 2.95 8.85 -1.27
H 0.78 7.92 -0.52
H 0.60 5.54 0.12
```